Record 1
# H6O3

A cluster of 3 separate species, H6O3 in total in a non-equilibrium geometry (ωB97M-V with the def2-TZVPD basis set, the Open Molecules 2025 dataset).

Values from the calculation:
ΔE to the lowest compared entry with this formula, charge and spin = 114.97 kJ/mol
Kohn-Sham gap = 0.423 Ha
HOMO energy = -11.06 eV

```
! RIJCOSX wB97M-V def2-TZVPD def2/J DEFGRID3
* xyz 0 1
O 1.497 -2.170 -0.336
H 1.027 -1.702 -1.067
H 1.148 -1.733 0.380
O -0.550 -0.398 1.067
H -0.236 0.401 0.502
H -0.173 -0.326 1.814
O -0.654 1.912 -0.604
H -1.459 2.269 -0.210
H -0.599 1.751 -1.543
*
```

Mulliken atomic charge list, values in e, 8 entries: -0.620 0.299 0.334 -0.639 0.377 0.278 -0.689 0.336



Record 2
# C27H54BBrIN2O23S6

A structure of composition C27H54BBrIN2O23S6 in a non-equilibrium geometry (ωB97M-V with the def2-TZVPD basis set, the Open Molecules 2025 dataset).

Values from the calculation:
Kohn-Sham gap = 0.245 Ha
HOMO energy = -11.61 eV

```
! RIJCOSX wB97M-V def2-TZVPD def2/J DEFGRID3
* xyz 1 1
C 3.066 1.491 -2.232
C 2.079 0.258 -2.671
C 1.018 0.632 -3.883
C -0.161 1.686 -3.430
C -1.672 0.986 -3.338
C -2.776 2.153 -3.014
C -3.502 2.041 -1.549
C -2.553 2.420 -0.268
C -1.355 1.389 0.202
C -1.883 0.019 0.936
O -3.284 -0.336 0.659
C -4.149 -0.172 1.838
O -5.493 -0.017 1.681
C -1.707 3.827 -0.593
C -2.832 5.060 -0.584
Br -3.725 5.561 -2.307
B -1.964 6.433 -0.246
N -1.397 7.221 -1.451
O -1.729 6.982 1.105
C -3.832 4.452 0.576
C -5.410 4.914 0.610
C -5.956 5.232 2.144
C -5.320 6.600 2.802
S -5.035 6.335 4.672
N -3.505 2.964 0.819
I -2.731 3.093 2.770
H 4.055 1.050 -1.729
H 2.589 2.196 -1.405
H 3.387 2.203 -3.120
H 1.461 -0.044 -1.700
H 2.772 -0.674 -2.925
H 1.691 1.081 -4.761
H 0.569 -0.380 -4.329
H -0.119 2.584 -4.192
H 0.184 2.139 -2.384
H -1.882 0.572 -4.431
H -1.707 0.057 -2.621
H -3.643 2.024 -3.824
H -2.274 3.184 -3.248
H -4.433 2.788 -1.581
H -3.986 0.959 -1.495
H -0.694 1.030 -0.725
H -0.570 1.900 0.942
H -1.734 0.115 2.093
H -1.186 -0.865 0.556
H -3.729 -0.126 2.943
H -1.054 4.029 0.356
H -1.029 3.771 -1.558
H -2.099 7.956 -1.739
H -0.561 7.788 -1.124
H -1.544 7.965 0.945
H -3.411 5.000 1.546
H -6.155 4.101 0.162
H -5.518 5.916 -0.002
H -7.137 5.384 2.159
H -5.739 4.358 2.906
H -6.031 7.529 2.699
H -4.261 6.894 2.375
H -3.729 6.789 5.020
H -4.417 2.427 0.777
C -1.078 -0.926 6.654
C -1.747 0.151 5.804
O -0.682 0.789 5.104
S 0.490 -0.306 4.810
O 0.319 -0.801 3.462
O 1.742 0.221 5.302
O -0.030 -1.455 5.843
H -0.628 -0.494 7.554
H -1.776 -1.717 6.941
H -2.300 0.875 6.408
H -2.420 -0.293 5.063
C 1.166 -4.378 -3.643
C 2.572 -4.614 -4.187
O 2.451 -4.487 -5.602
S 1.284 -3.397 -5.938
O 1.917 -2.123 -6.193
O 0.341 -4.004 -6.849
O 0.612 -3.344 -4.454
H 0.544 -5.272 -3.758
H 1.176 -4.075 -2.592
H 2.962 -5.599 -3.921
H 3.265 -3.842 -3.837
C 1.311 -8.969 -6.768
C 0.719 -7.851 -5.913
O 1.323 -8.002 -4.631
S 2.833 -8.590 -4.822
O 3.758 -7.479 -4.780
O 2.974 -9.764 -3.993
O 2.679 -9.065 -6.374
H 0.827 -9.927 -6.554
H 1.237 -8.754 -7.837
H -0.369 -7.918 -5.837
H 0.997 -6.867 -6.304
C 8.126 1.910 1.309
C 6.929 1.303 2.036
O 5.791 1.689 1.269
S 6.220 1.785 -0.302
O 5.846 0.547 -0.949
O 5.833 3.084 -0.803
O 7.835 1.775 -0.081
H 8.226 2.976 1.534
H 9.061 1.398 1.554
H 6.841 1.663 3.064
H 6.981 0.209 2.037
C 1.133 -4.740 5.825
C 2.506 -5.180 5.324
O 3.246 -5.503 6.499
S 2.222 -6.085 7.627
O 2.271 -7.529 7.579
O 2.408 -5.331 8.846
O 0.834 -5.600 6.923
H 1.161 -3.710 6.196
H 0.365 -4.826 5.053
H 3.012 -4.398 4.752
H 2.431 -6.086 4.713
*
```

Mulliken atomic charge list, values in e, 8 entries: -0.437 -0.048 -0.428 0.191 -0.371 -0.611 -0.677 0.775



Record 3
# C47H41N5O2P2S2SbSe4Sn

A structure of composition C47H41N5O2P2S2SbSe4Sn in a non-equilibrium geometry (ωB97M-V with the def2-TZVPD basis set, the Open Molecules 2025 dataset).

Values from the calculation:
ΔE to the lowest compared entry with this formula, charge and spin = 0.00 kJ/mol
Kohn-Sham gap (spin up / spin down) = 0.190 / 0.180 Ha
HOMO energy (spin up / spin down) = -9.88 / -9.89 eV

```
! RIJCOSX wB97M-V def2-TZVPD def2/J DEFGRID3
* xyz 1 1
Sn 0.932 -1.618 0.369
C 2.255 -5.236 -0.445
C 3.074 -4.450 0.526
N 2.969 -3.163 0.774
C 3.881 -2.758 1.730
C 4.682 -3.741 2.205
S 4.301 -5.216 1.437
C 3.898 -1.351 2.138
C 4.980 -0.622 2.513
S 4.476 0.957 2.926
C 2.844 0.546 2.569
N 2.696 -0.683 2.167
C 1.725 1.520 2.745
H 1.625 -4.580 -1.036
H 1.601 -5.926 0.087
H 2.900 -5.814 -1.110
H 5.436 -3.670 2.971
H 6.016 -0.920 2.532
H 1.278 1.411 3.735
H 0.948 1.334 2.001
H 2.075 2.547 2.649
O -1.583 -2.902 -7.195
N -1.925 -2.319 -6.192
O -2.956 -1.692 -6.061
C -0.993 -2.343 -5.040
C 0.310 -2.476 -5.344
C 1.300 -2.439 -4.311
C 2.675 -2.549 -4.577
C 3.563 -2.472 -3.537
C 3.064 -2.314 -2.238
N 1.775 -2.244 -1.963
C 0.896 -2.279 -2.985
C -0.510 -2.161 -2.673
N -0.827 -2.024 -1.371
C -2.094 -1.969 -1.021
C -3.132 -2.031 -1.956
C -2.829 -2.130 -3.287
C -1.476 -2.195 -3.688
H 0.607 -2.596 -6.377
H 3.015 -2.678 -5.597
H 4.630 -2.537 -3.697
H 3.740 -2.260 -1.393
H -2.306 -1.894 0.040
H -4.157 -2.014 -1.615
H -3.615 -2.170 -4.023
C -2.887 1.770 -0.241
C -1.600 1.618 -1.054
P -0.261 2.756 -0.464
C 1.157 2.193 -1.485
C 1.066 1.338 -2.583
C 2.198 1.000 -3.314
C 3.441 1.496 -2.952
C 3.548 2.341 -1.854
C 2.416 2.682 -1.131
C -0.751 4.295 -1.331
C -1.147 5.373 -0.543
C -1.579 6.558 -1.127
C -1.607 6.678 -2.507
C -1.199 5.613 -3.304
C -0.776 4.431 -2.719
C -2.934 1.011 1.096
P -1.372 0.904 2.082
C -1.522 2.349 3.207
C -1.036 2.323 4.513
C -1.094 3.454 5.315
C -1.640 4.633 4.829
C -2.132 4.672 3.533
C -2.069 3.541 2.731
C -1.731 -0.443 3.268
C -0.633 -0.949 3.965
C -0.786 -1.923 4.938
C -2.047 -2.438 5.202
C -3.145 -1.968 4.495
C -2.991 -0.966 3.545
H -3.725 1.408 -0.842
H -3.095 2.832 -0.086
H -1.810 1.829 -2.106
H -1.225 0.593 -0.995
H 0.102 0.953 -2.896
H 2.104 0.364 -4.186
H 4.320 1.240 -3.529
H 4.513 2.740 -1.568
H 2.504 3.350 -0.281
H -1.102 5.289 0.537
H -1.885 7.388 -0.504
H -1.937 7.601 -2.966
H -1.210 5.709 -4.382
H -0.452 3.610 -3.350
H -3.197 -0.032 0.900
H -3.736 1.415 1.717
H -0.621 1.410 4.923
H -0.719 3.408 6.329
H -1.691 5.511 5.460
H -2.571 5.582 3.144
H -2.457 3.596 1.722
H 0.363 -0.579 3.732
H 0.078 -2.297 5.472
H -2.172 -3.206 5.955
H -4.130 -2.371 4.693
H -3.868 -0.598 3.028
Se -1.912 -6.446 -0.616
Sb -2.210 -4.934 1.264
Se -2.450 -6.195 3.386
Se -4.312 -3.778 0.910
Se -0.150 -3.611 1.638
*
```

Mulliken atomic charge list, values in e, 8 entries: 1.320 -1.004 0.332 0.650 -0.576 -0.233 -0.221 -0.332



Record 4
# C7H11ClN2O4P

The ion C7H11ClN2O4P with charge -1 in a non-equilibrium geometry (ωB97M-V with the def2-TZVPD basis set, the Open Molecules 2025 dataset).

Values from the calculation:
Kohn-Sham gap (spin up / spin down) = 0.169 / 0.197 Ha
HOMO energy (spin up / spin down) = -1.60 / -4.46 eV

```
! RIJCOSX wB97M-V def2-TZVPD def2/J DEFGRID3
* xyz -1 3
C -2.769 -0.754 0.905
C 0.816 0.341 0.436
C -2.083 0.646 0.772
C -1.740 1.281 2.053
C 1.744 2.011 -1.332
C -0.328 -3.017 -0.757
C 1.591 0.434 -0.943
N -0.260 -0.403 0.400
N 2.747 -0.391 -0.739
O -2.086 1.187 -0.330
O -3.698 -0.823 1.711
O 1.223 0.922 1.425
O -2.304 -1.779 0.164
P -1.006 -1.228 -0.795
Cl 3.881 -0.269 -2.073
H -1.622 2.396 1.945
H -0.717 0.928 2.384
H -2.566 1.054 2.845
H 1.744 2.624 -0.435
H 2.753 2.324 -1.799
H 0.958 2.263 -2.025
H -0.282 -3.360 0.325
H -0.899 -3.694 -1.344
H 0.768 -2.876 -1.026
H 0.878 0.086 -1.755
H 3.255 0.097 -0.011
*
```

Mulliken atomic charge list, values in e, 8 entries: 0.377 0.309 0.975 -1.139 -1.192 -1.086 0.251 -0.276



Record 5
# C3H8N2O2

The molecule C3H8N2O2 in a non-equilibrium geometry (ωB97M-V with the def2-TZVPD basis set, the Open Molecules 2025 dataset).

Values from the calculation:
ΔE to the lowest compared entry with this formula, charge and spin = 432.46 kJ/mol
Kohn-Sham gap = 0.359 Ha
HOMO energy = -8.86 eV

```
! RIJCOSX wB97M-V def2-TZVPD def2/J DEFGRID3
* xyz 0 1
C -0.107 -1.457 -0.870
C -0.139 -0.244 -0.258
O -1.238 0.373 0.338
N -2.322 -0.522 0.678
C 1.036 0.661 -0.356
N 0.896 1.967 0.117
O 1.758 -0.247 0.794
H -0.867 -2.212 -0.724
H 0.836 -1.855 -1.230
H -2.575 -0.945 -0.212
H -1.865 -1.214 1.273
H 1.585 0.597 -1.295
H 0.587 2.628 -0.589
H 0.324 2.013 0.957
H 2.091 0.456 1.377
*
```

Mulliken atomic charge list, values in e, 8 entries: -1.102 0.946 -0.280 -0.493 -0.213 -0.656 -0.557 0.268



Record 6
# C28H40BCl2IrN8S3Se

A structure of composition C28H40BCl2IrN8S3Se in a non-equilibrium geometry (ωB97M-V with the def2-TZVPD basis set, the Open Molecules 2025 dataset).

Values from the calculation:
Kohn-Sham gap (spin up / spin down) = 0.285 / 0.165 Ha
HOMO energy (spin up / spin down) = -15.99 / -16.12 eV

```
! RIJCOSX wB97M-V def2-TZVPD def2/J DEFGRID3
* xyz 3 6
Ir 0.331 -0.161 -0.184
C -0.548 5.613 2.581
C -0.534 4.651 1.397
C 0.899 4.150 1.184
C -1.083 5.367 0.160
N -1.425 3.480 1.718
C -2.154 3.354 2.860
C -2.870 2.194 2.773
N -2.552 1.581 1.600
B -3.334 0.303 1.164
N -2.793 -0.982 1.858
C -3.685 -1.963 2.209
C -3.053 -2.833 3.029
N -1.760 -2.402 3.184
C -1.607 -1.278 2.434
S -0.161 -0.352 2.228
C -0.791 -3.049 4.145
C -0.483 -2.049 5.260
C 0.479 -3.497 3.424
C -1.456 -4.288 4.740
N -3.457 0.171 -0.384
C -4.481 0.821 -1.028
C -4.482 0.425 -2.320
N -3.481 -0.500 -2.481
C -2.848 -0.625 -1.289
S -1.495 -1.631 -0.911
C -3.188 -1.057 -3.853
C -2.293 -2.289 -3.824
C -4.527 -1.449 -4.486
C -2.515 0.066 -4.646
C -1.661 2.371 0.964
S -0.956 2.000 -0.551
H 0.086 6.464 2.341
H -0.150 5.152 3.487
H -1.549 6.002 2.771
H 1.561 5.008 1.081
H 0.983 3.553 0.274
H 1.236 3.558 2.038
H -0.463 6.235 -0.057
H -2.100 5.718 0.340
H -1.082 4.729 -0.722
H -2.144 4.081 3.651
H -3.595 1.788 3.458
H -4.444 0.450 1.570
H -4.715 -1.943 1.895
H -3.449 -3.709 3.508
H 0.013 -1.155 4.879
H 0.181 -2.515 5.986
H -1.394 -1.753 5.781
H 1.084 -2.655 3.102
H 0.229 -4.125 2.567
H 1.080 -4.088 4.113
H -2.336 -4.034 5.332
H -0.746 -4.768 5.410
H -1.723 -5.012 3.969
H -5.139 1.506 -0.521
H -5.144 0.721 -3.115
H -2.708 -3.078 -3.196
H -1.276 -2.055 -3.505
H -2.221 -2.679 -4.837
H -5.098 -2.102 -3.825
H -4.338 -1.992 -5.409
H -5.135 -0.582 -4.745
H -1.572 0.359 -4.176
H -3.158 0.944 -4.715
H -2.303 -0.273 -5.659
Cl 2.810 0.506 0.986
C 3.449 1.280 -0.478
Cl 2.173 1.307 -1.715
H 4.288 0.704 -0.852
H 3.730 2.300 -0.244
Se 2.448 -2.948 0.191
N 1.733 -1.811 -1.008
C 1.854 -2.366 -2.216
C 1.475 -1.796 -3.454
C 1.699 -2.509 -4.597
C 2.286 -3.805 -4.583
C 2.683 -4.385 -3.418
C 2.495 -3.668 -2.207
N 2.870 -4.102 -1.015
H 1.053 -0.800 -3.490
H 1.438 -2.069 -5.551
H 2.423 -4.335 -5.516
H 3.139 -5.365 -3.386
*
```

Mulliken atomic charge list, values in e, 8 entries: 0.768 -2.123 0.980 -1.485 -1.473 0.496 -0.222 -1.142



Record 7
# C4H11N3

The molecule C4H11N3 in a non-equilibrium geometry (ωB97M-V with the def2-TZVPD basis set, the Open Molecules 2025 dataset).

Values from the calculation:
ΔE to the lowest compared entry with this formula, charge and spin = 151.59 kJ/mol
Kohn-Sham gap = 0.353 Ha
HOMO energy = -8.64 eV

```
! RIJCOSX wB97M-V def2-TZVPD def2/J DEFGRID3
* xyz 0 1
H -3.905 -1.192 0.108
N -2.988 -0.875 0.393
C -2.355 -0.370 -0.586
N -1.324 0.508 -0.497
C -0.430 0.504 0.649
C 0.928 1.089 0.254
C 1.794 0.003 -0.399
N 2.063 -1.051 0.551
H -2.638 -0.614 -1.616
H -1.104 0.984 -1.353
H -0.273 -0.507 1.018
H -0.889 1.042 1.483
H 0.749 1.933 -0.418
H 1.453 1.443 1.142
H 1.287 -0.358 -1.296
H 2.744 0.381 -0.791
H 2.068 -1.977 0.152
H 2.817 -0.942 1.207
*
```

Mulliken atomic charge list, values in e, 8 entries: 0.230 -0.661 -0.029 -0.208 -0.560 -0.791 -0.481 -0.474



Record 8
# C22H40FIN3O6PS

A cluster of 2 separate species, C22H40FIN3O6PS in total in a non-equilibrium geometry (ωB97M-V with the def2-TZVPD basis set, the Open Molecules 2025 dataset).

Values from the calculation:
Kohn-Sham gap = 0.279 Ha
HOMO energy = -7.76 eV

```
! RIJCOSX wB97M-V def2-TZVPD def2/J DEFGRID3
* xyz 0 1
C -1.591 4.866 1.784
C -1.226 3.443 1.163
C -1.271 3.644 -0.419
N -1.663 2.427 -1.161
C -0.518 1.521 -1.472
S -0.190 1.670 -3.295
O 0.595 1.657 -0.620
C 1.686 2.403 -1.120
F 2.326 2.941 0.041
C 2.825 1.542 -1.804
C 3.473 0.486 -0.832
C 3.971 -0.731 -1.742
C 4.655 -1.879 -0.919
O 3.670 -2.942 -0.762
C 3.434 -3.061 0.654
C -1.123 0.012 -1.156
O -1.993 0.223 -0.034
C -2.741 -0.916 0.359
C -2.443 -1.399 1.839
I -3.843 -3.029 2.286
C -2.470 -0.246 2.901
C -3.899 0.341 3.220
C -1.865 -0.459 -2.453
C -3.189 0.144 -2.748
C -3.793 -0.406 -3.961
C -3.207 -1.434 -4.798
N -1.984 -1.948 -4.511
C -1.404 -1.466 -3.393
P 0.318 -1.118 -0.643
C -0.185 -2.922 -0.633
O 0.710 -0.806 0.993
H -1.364 5.698 1.064
H -0.980 5.073 2.700
H -2.672 4.908 2.092
H -1.920 2.634 1.483
H -0.155 3.256 1.437
H -0.349 4.163 -0.805
H -2.106 4.389 -0.580
H -2.049 2.753 -2.050
H -1.324 2.082 -3.939
H 1.414 3.308 -1.718
H 2.485 1.059 -2.752
H 3.632 2.293 -2.046
H 4.407 0.897 -0.349
H 2.811 0.154 0.003
H 3.086 -1.062 -2.344
H 4.684 -0.261 -2.483
H 5.103 -1.551 0.049
H 5.449 -2.324 -1.586
H 3.069 -2.083 1.058
H 2.705 -3.899 0.791
H 4.403 -3.314 1.160
H -3.832 -0.614 0.361
H -2.674 -1.817 -0.296
H -1.433 -1.886 1.888
H -1.852 0.595 2.487
H -1.964 -0.648 3.820
H -3.997 0.369 4.342
H -4.026 1.383 2.826
H -4.754 -0.261 2.828
H -3.656 0.926 -2.118
H -4.793 -0.005 -4.263
H -3.781 -1.790 -5.683
H -0.396 -1.899 -3.161
H -1.025 -3.172 0.081
H 0.705 -3.487 -0.233
H -0.404 -3.360 -1.633
H 0.766 -1.661 1.471
C 3.431 -1.956 4.407
N 2.031 -1.857 3.918
O 1.360 -0.934 4.322
O 1.658 -2.721 3.137
H 3.622 -1.130 5.087
H 3.532 -2.910 4.920
H 4.086 -1.902 3.540
*
```

Mulliken atomic charge list, values in e, 8 entries: -1.290 0.745 -1.098 -0.152 -0.288 -0.254 -0.201 -0.187